A 8-piece molecular cluster, C63H133N7O11 overall in a non-equilibrium geometry. Source: the Open Molecules 2025 dataset; level of theory: wB97M-V/def2-TZVPD.

- Orbital gap: 7.947 eV
- SMILES: CC1(C)CCCC(C)(C)N1O.CC1(C)CCCC(C)(C)N1O.CC1(C)CCCC(C)(C)N1O.CC1(C)CCCC(C)(C)N1O.CC1(C)CCCC(C)(C)N1O.CC1(C)CCCC(C)(C)N1O.COCCNCCOC.O=C1OCCO1
- LUMO: -0.06 eV
- HOMO: -8.006 eV
- Energy: -100426.763 eV
- F_max: 0.071 hartree/bohr
- Total charge: 0

XYZ file:
```
214
Properties=species:S:1:pos:R:3:forces:R:3
C -1.3658 -1.9545 0.9111 -1.20 -0.08 -0.61
C -1.0849 -2.2296 -0.5470 0.00 -1.09 -0.24
O 0.3061 -1.9700 -0.6559 0.17 -0.44 -0.33
C 0.7108 -1.3196 0.4619 2.61 -0.02 -2.00
O 1.8349 -0.9526 0.6341 -0.29 -0.07 0.06
O -0.2805 -1.1287 1.2515 -2.05 1.06 2.82
H -1.4021 -2.8152 1.5790 0.26 -0.15 -0.21
H -2.3494 -1.4852 0.9290 0.28 0.59 0.70
H -1.6304 -1.6022 -1.2518 0.00 0.15 0.17
H -1.3092 -3.2759 -0.7544 0.24 0.01 -0.36
C -6.0113 -3.4470 5.6121 -1.03 -0.02 0.17
C -6.5867 -2.2218 6.4028 1.19 0.07 0.42
C -5.5772 -2.0326 7.6011 -0.20 0.30 -0.03
C -5.7856 -0.7350 8.3422 -0.41 0.20 -0.16
C -5.7013 0.4734 7.4014 0.70 -1.11 0.65
C -6.5603 0.3439 6.1319 0.71 -0.30 -0.24
N -6.4429 -1.0122 5.5125 1.47 -0.65 2.41
O -7.1865 -1.1314 4.3406 -0.59 0.07 -0.16
C -7.9667 0.7125 6.4837 -1.83 0.83 -0.10
C -6.0349 1.3212 5.0707 -0.44 0.35 -0.32
C -8.0294 -2.5098 6.9979 1.07 -0.40 -0.57
H -5.0109 -3.3575 5.1888 0.00 0.81 0.13
H -6.6744 -3.7111 4.7883 -0.08 -0.12 0.03
H -5.9183 -4.3044 6.2786 -0.36 -0.08 0.13
H -5.6565 -2.7912 8.3797 -0.52 -0.58 -0.38
H -4.5292 -2.1154 7.3131 -0.01 0.15 -0.68
H -5.0258 -0.6512 9.1193 -0.01 0.14 0.10
H -6.7451 -0.8267 8.8512 -0.18 0.37 0.09
H -4.6321 0.5278 7.1964 0.09 0.17 -0.66
H -5.9094 1.3709 7.9839 -0.41 0.22 -0.38
H -8.0481 1.7994 6.4952 0.01 0.16 0.21
H -8.7234 0.4084 5.7605 0.31 -0.20 -0.47
H -8.3996 0.3587 7.4194 0.64 -0.10 0.27
H -5.0629 1.0983 4.6306 0.04 -0.53 0.26
H -6.7692 1.3310 4.2653 0.06 0.22 -0.16
H -5.9397 2.3412 5.4431 -0.24 0.00 0.25
H -8.4748 -1.7302 7.6157 0.23 0.26 -0.44
H -7.9386 -3.3513 7.6847 0.07 -0.27 -0.15
H -8.6993 -2.8062 6.1907 -0.14 0.17 0.06
H -6.5019 -1.0150 3.6777 -0.12 -0.12 -0.31
C 3.6606 -3.3346 -8.2718 -1.07 -0.31 -0.39
C 3.3221 -4.0221 -6.9109 -0.07 -1.27 -0.88
C 3.4598 -5.6301 -7.1867 1.14 2.21 1.37
C 4.9141 -6.1512 -7.1173 -1.57 0.31 -2.12
C 5.7182 -5.6843 -5.9182 -1.67 0.67 -2.10
C 5.5551 -4.0860 -5.7086 -0.08 -1.27 1.04
N 4.1354 -3.6153 -5.7925 0.73 -2.13 0.89
O 3.9620 -2.2562 -5.4227 0.50 -0.15 -0.74
C 6.0120 -3.9525 -4.2867 -0.55 1.05 1.98
C 6.4973 -3.3622 -6.6224 0.48 -0.24 -1.58
C 1.8398 -3.7860 -6.5331 0.10 0.28 -0.81
H 3.6129 -2.2456 -8.2791 0.12 0.00 0.35
H 2.8807 -3.6763 -8.9523 -0.39 0.22 -0.12
H 4.5381 -3.6574 -8.8321 0.45 -0.06 0.72
H 2.9600 -6.1909 -6.3969 -0.69 0.26 -0.14
H 3.0536 -5.7932 -8.1850 -0.24 -0.26 0.25
H 5.3580 -5.9304 -8.0880 0.51 0.39 0.04
H 4.6911 -7.2121 -7.2307 0.87 -0.48 0.65
H 6.7422 -5.9041 -6.2203 0.23 0.10 0.90
H 5.3040 -6.3424 -5.1545 0.62 0.68 0.90
H 5.9988 -2.9178 -3.9441 0.26 0.26 -0.22
H 5.2967 -4.4143 -3.6061 -0.21 -0.31 -0.14
H 6.9746 -4.3740 -3.9972 0.17 -0.05 -0.67
H 6.3554 -3.7540 -7.6296 0.08 -0.01 -0.21
H 6.3717 -2.2859 -6.7403 -0.18 0.01 0.59
H 7.5354 -3.5916 -6.3819 0.03 0.16 0.22
H 1.6117 -2.7251 -6.4303 0.06 0.09 -0.07
H 1.4896 -4.2831 -5.6286 0.48 -0.18 0.09
H 1.2330 -4.1623 -7.3567 -0.15 0.02 -0.03
H 3.2768 -2.3021 -4.7520 0.03 0.00 0.24
C 10.5221 5.9297 0.1028 -0.60 -0.10 -1.37
C 10.1622 4.8366 -0.9964 -0.74 -0.22 -0.10
C 9.5091 3.6059 -0.2162 0.66 0.49 -0.75
C 8.7775 2.5578 -1.0938 0.67 1.08 1.05
C 7.8261 3.2707 -1.9725 -1.15 0.45 -0.48
C 8.3445 4.4273 -2.8548 -1.56 0.24 2.39
N 9.1391 5.3580 -1.9826 -1.43 -0.44 0.91
O 9.4581 6.5633 -2.6682 1.11 -0.79 -0.30
C 9.0243 3.7534 -3.9826 1.54 0.88 -1.45
C 7.0267 5.1477 -3.3239 0.65 -0.42 -0.22
C 11.4081 4.3445 -1.7446 -0.35 -0.05 0.23
H 11.3543 5.5545 0.6985 -0.05 0.24 0.02
H 9.6962 6.2615 0.7320 -0.39 -0.99 0.27
H 10.7190 6.9116 -0.3275 0.91 -0.24 -0.52
H 10.2745 3.0571 0.3326 0.43 0.32 0.04
H 8.8889 4.0624 0.5552 -0.54 -0.28 -0.18
H 8.2126 1.9423 -0.3937 0.09 -0.39 -0.20
H 9.4444 1.9325 -1.6874 0.29 -0.01 0.28
H 7.0115 3.6425 -1.3509 -0.21 0.02 -0.02
H 7.4360 2.5678 -2.7086 -0.50 -0.11 0.14
H 9.6843 4.5215 -4.3859 0.22 -0.17 -0.64
H 9.6572 2.9092 -3.7088 -0.14 0.00 0.17
H 8.3373 3.4341 -4.7663 -0.07 0.02 0.09
H 7.1963 5.8285 -4.1581 0.08 0.15 0.12
H 6.3284 4.3871 -3.6730 0.14 -0.20 -0.23
H 6.4720 5.6376 -2.5237 0.49 0.23 0.20
H 12.1629 4.0998 -0.9972 0.50 0.41 -0.31
H 11.6653 5.0656 -2.5205 0.60 0.18 0.38
H 11.2348 3.4136 -2.2843 -0.33 -0.07 0.11
H 8.9286 7.2731 -2.2975 -0.30 -0.25 0.37
C -4.2096 7.8715 -0.2113 -1.35 0.85 -0.87
C -3.4984 7.9522 -1.6044 0.74 -1.69 0.66
C -2.3168 8.8713 -1.4951 2.64 -1.10 0.38
C -1.0239 8.1741 -0.9764 -0.82 -1.06 0.96
C -0.7566 6.7694 -1.6627 -0.22 2.91 0.23
C -1.9331 5.8072 -1.6752 -0.09 0.44 -0.73
N -3.1197 6.5893 -2.1538 1.09 1.36 -1.07
O -4.2809 5.8188 -2.3513 0.01 -0.40 0.69
C -1.4728 4.7469 -2.7417 -1.40 -0.12 0.24
C -2.2279 5.2282 -0.3010 0.70 -0.87 -1.51
C -4.3091 8.6680 -2.6489 -1.37 -0.24 -0.54
H -4.7683 8.8048 -0.1407 -0.21 0.25 -0.01
H -3.6952 7.8748 0.7497 0.78 -0.52 -0.47
H -4.9976 7.1185 -0.2234 0.25 -0.29 0.07
H -1.9893 9.2028 -2.4805 -0.50 0.42 -0.10
H -2.6362 9.6944 -0.8559 0.35 0.24 -0.18
H -1.0937 7.9656 0.0912 -0.29 0.05 0.32
H -0.1668 8.8463 -1.0156 0.09 -0.10 -0.51
H 0.1331 6.3697 -1.1762 -0.08 -0.38 -0.25
H -0.5574 7.0427 -2.6989 0.38 -0.35 -0.15
H -0.6275 4.1451 -2.4080 0.10 0.27 0.20
H -2.2682 4.0411 -2.9810 -0.22 -0.14 0.27
H -1.2421 5.1956 -3.7079 0.20 0.34 0.21
H -1.3960 4.5586 -0.0828 0.26 0.35 0.75
H -2.3702 6.0803 0.3637 -0.22 -0.74 0.40
H -3.0379 4.5227 -0.4861 -0.64 0.46 0.73
H -4.5740 9.6478 -2.2513 -0.27 0.01 -0.14
H -5.1973 8.1198 -2.9630 -0.32 0.13 0.35
H -3.7565 8.8251 -3.5752 0.32 -0.09 0.19
H -4.4142 5.8059 -3.3019 0.12 0.03 -0.14
C -8.8733 -3.5221 -7.1025 -1.01 -0.87 0.79
C -8.3133 -2.4025 -6.1804 0.05 0.02 -2.22
C -8.7357 -1.0750 -6.9420 0.69 -0.44 0.95
C -8.5169 0.1911 -6.0898 -0.32 -0.79 -1.43
C -9.1328 0.0591 -4.7493 -0.91 0.03 1.29
C -8.9426 -1.2799 -3.9775 -0.09 0.52 0.03
N -8.9810 -2.4397 -4.8767 -0.82 2.64 -1.56
O -8.9799 -3.6463 -4.2269 0.26 -0.99 0.28
C -7.6108 -1.0870 -3.2627 -0.08 -0.83 0.95
C -10.0581 -1.4055 -2.8965 1.54 -0.75 0.22
C -6.7719 -2.5734 -6.1515 -0.28 0.39 0.47
H -8.8183 -4.5434 -6.7257 0.74 -0.02 0.59
H -8.4515 -3.6216 -8.1027 0.14 0.72 0.04
H -9.9591 -3.4482 -7.1640 -0.19 0.55 -0.39
H -8.1795 -0.9630 -7.8727 0.34 -0.35 0.04
H -9.7601 -1.2321 -7.2797 -0.29 0.42 0.43
H -8.9595 1.0103 -6.6564 0.02 0.28 0.20
H -7.4643 0.4433 -5.9607 0.22 -0.30 -0.30
H -10.1953 0.3003 -4.7166 -0.15 -0.03 -0.45
H -8.6458 0.8140 -4.1320 -0.32 0.11 0.26
H -7.7138 -0.2577 -2.5630 0.30 0.38 -0.34
H -7.4279 -1.9185 -2.5821 0.34 -0.43 -0.28
H -6.7957 -0.9769 -3.9779 0.05 0.29 0.34
H -9.9566 -0.5791 -2.1930 -0.70 0.56 -0.47
H -11.0500 -1.6554 -3.2732 0.02 0.58 -0.06
H -9.7631 -2.2126 -2.2259 -0.09 -0.49 -0.19
H -6.5765 -2.6110 -5.0798 0.88 -0.64 -0.32
H -6.1961 -1.7547 -6.5834 -0.27 0.43 0.15
H -6.4463 -3.4276 -6.7451 -0.03 -0.34 0.59
H -9.8495 -3.9551 -4.4916 -0.05 -0.64 0.39
C 6.0482 1.3524 8.7155 0.51 1.59 0.60
C 4.8738 1.5235 7.7295 1.52 -0.86 0.73
C 4.3090 0.0863 7.8023 -2.05 -0.86 0.08
C 2.8889 -0.0660 7.1694 -0.21 0.97 1.40
C 1.9250 1.0051 7.8162 1.72 0.29 -0.80
C 2.5020 2.4604 7.7684 -0.13 0.15 -0.58
N 3.9419 2.5336 8.2346 -2.49 -1.82 0.35
O 4.3416 3.8971 8.2510 0.52 -0.92 -0.25
C 2.3187 2.9986 6.2652 -0.15 0.46 1.03
C 1.6439 3.2404 8.8303 0.76 1.27 -1.76
C 5.3864 1.7607 6.3429 0.34 0.31 -1.22
H 6.6499 2.2530 8.8374 -0.24 0.51 -0.06
H 6.8348 0.6432 8.4580 -0.58 -0.56 -0.28
H 5.6123 1.1491 9.6936 0.23 -0.23 0.05
H 5.0485 -0.6597 7.5113 0.16 0.40 -1.30
H 4.2628 -0.3253 8.8105 -0.58 0.91 0.69
H 2.3260 -0.9677 7.4108 0.78 -0.61 -0.14
H 2.9160 0.0303 6.0840 -0.08 0.14 0.01
H 1.6717 0.8475 8.8645 0.36 -0.71 0.05
H 0.9914 0.8957 7.2643 -0.14 0.65 -0.03
H 2.9853 3.7953 5.9350 0.42 0.01 0.59
H 2.4170 2.2364 5.4922 -0.18 -0.30 0.31
H 1.3402 3.4716 6.1812 -0.29 -0.31 -0.05
H 1.9002 4.2989 8.7849 0.32 0.17 0.02
H 0.6141 3.2828 8.4756 -0.25 -0.64 0.49
H 1.8143 2.9524 9.8677 -0.28 -0.55 -0.24
H 4.5931 1.6218 5.6083 0.08 -0.08 -0.11
H 6.2035 1.0773 6.1117 -0.13 -0.26 -0.02
H 5.8098 2.7474 6.1555 -0.18 0.25 0.39
H 4.3492 3.9936 9.2061 0.26 0.64 0.05
C -2.6300 -7.1084 -1.3279 -2.71 0.86 -0.34
O -1.5231 -7.7290 -0.8759 1.53 0.98 -0.63
C -1.6626 -8.3434 0.3973 1.60 -0.68 -2.13
C -0.2016 -8.5694 0.7445 0.31 -0.39 2.02
N 0.5079 -7.3315 1.1529 0.03 -0.40 0.43
C 1.6890 -7.6196 1.9993 0.66 0.07 -0.21
C 2.5773 -6.3926 2.2200 0.77 0.67 -0.16
O 3.8848 -6.7753 2.6846 -0.88 0.34 -0.02
C 4.8036 -5.6919 2.7011 1.03 -1.20 -0.10
H -2.6758 -6.8252 -2.3795 0.97 -0.16 -0.13
H -2.8898 -6.2083 -0.7707 0.18 0.41 0.29
H -3.5221 -7.7265 -1.2265 -0.31 -0.49 0.15
H -2.0871 -9.2759 0.0252 -0.63 -0.57 1.43
H -2.2474 -7.7554 1.1046 0.09 -0.11 0.07
H 0.3482 -9.1348 -0.0079 -0.28 0.33 -0.77
H -0.1330 -9.2970 1.5532 -0.24 0.20 0.61
H 0.9342 -6.9868 0.3047 -0.26 0.46 -0.22
H 2.2737 -8.3699 1.4671 0.57 -0.13 0.08
H 1.5197 -8.0483 2.9871 -0.83 -0.01 -0.08
H 2.2073 -5.6294 2.9046 -0.64 -0.35 0.49
H 2.6886 -5.7899 1.3186 0.07 -0.28 -0.69
H 5.6882 -6.0930 3.1957 0.00 0.00 0.24
H 4.5430 -4.7820 3.2418 -0.66 -0.03 -0.12
H 5.1669 -5.4962 1.6922 -0.38 0.49 -0.25
```
Positions in Å, forces in eV/Å.